Molecular formula: C4H14NO2
Method: DFT, wB97M-V/def2-TZVPD

Geometry (Å):
C  -0.37495  0.36357  2.27537
C  -1.64396  0.16784  1.47337
C  -1.37919  0.35064  0.01558
C  -1.68356  -0.47386  -0.96667
N  -1.23295  -0.16535  -2.35553
H  0.39366  -0.38028  2.08413
H  0.09988  1.32414  2.11517
H  -0.56567  0.31039  3.34141
H  -2.04060  -0.83344  1.63010
H  -2.39849  0.88592  1.79701
H  -0.74886  1.19127  -0.25114
H  -2.38071  -1.29632  -0.91414
H  -1.62603  0.73823  -2.62730
H  -1.63559  -0.87355  -2.96568
H  -0.20028  -0.13683  -2.44387
H  1.56150  0.06331  -0.51267
H  2.11810  -0.08760  -1.91302
O  1.39567  0.34092  -1.42649
H  4.22312  0.10005  1.06818
H  3.49131  -0.90364  1.96984
O  3.46071  -0.48572  1.10299

Forces on the atoms, in the same order (eV/Å):
C 0.519 0.006 0.528
C -0.253 -0.203 -0.328
C 0.603 -0.013 -0.136
C -0.378 0.200 0.100
N -0.657 -0.052 0.229
H -0.049 -0.264 -0.272
H -0.081 0.345 -0.222
H -0.230 -0.047 0.160
H -0.162 -0.014 0.133
H -0.046 0.036 -0.009
H 0.053 0.250 0.058
H 0.253 -0.241 0.052
H 0.217 -0.030 -0.204
H 0.207 0.059 -0.286
H -0.021 0.083 0.463
H 0.064 0.075 0.035
H -0.058 0.295 0.140
O 0.176 -0.525 -0.319
H 0.033 -0.020 0.069
H 0.075 0.024 -0.041
O -0.265 0.036 -0.151

Its total charge is +1. As for the LUMO energy: -3.162 eV. As for the total energy: -365.7844 a.u. The energy above the lowest of the compared OMol25 structures with the same formula, charge and spin is 29.06 kcal per mole. Its spin multiplicity is 1.